69
Properties=species:S:1:pos:R:3:forces:R:3:nbo_charge:R:1 method="wB97M-V/def2-TZVPD" relative_energy_kcal_mol=40.0 homo_lumo_gap_ev=6.53 total_charge=0 total_energy_ev=-159837.7766 e_homo_ev=-6.2583
Br -1.60685 -5.57898 -1.36924 -0.007 -0.076 -0.013 0.045
Cu 1.11859 -0.14641 -0.04600 -0.143 -0.211 -0.280 0.891
O -2.31528 0.94017 2.09913 -0.170 0.007 -0.032 -0.825
O 0.71307 -1.65906 -1.65228 0.022 0.021 -0.209 -0.799
O -0.84006 0.75837 0.43784 -0.040 0.060 -0.111 -0.796
O 2.38247 0.79580 1.74053 0.179 0.223 0.316 -0.573
O -0.91051 -2.81627 -0.64634 -0.134 0.077 0.102 -0.776
N -4.61216 -1.68777 2.63981 0.131 0.057 -0.164 -0.568
N 0.40814 -1.36929 1.54327 0.062 0.045 -0.080 -0.919
N 1.89771 1.02722 -1.55930 0.008 0.108 0.254 -0.508
N -5.07624 0.56963 2.54444 -0.240 0.173 0.070 -0.755
N -4.31327 -0.48925 0.65309 0.060 -0.097 0.264 -0.781
C -0.24240 -3.46290 -2.83796 0.010 0.131 -0.008 -0.107
C -4.63642 -0.54475 1.95538 0.289 -0.225 -0.176 0.723
C -2.28752 -2.44735 2.01752 -0.061 -0.023 0.068 -0.453
C 2.63881 3.12334 1.44946 -0.003 0.054 0.059 -0.115
C 0.30303 -2.97387 -4.02603 0.010 -0.019 -0.041 -0.184
C -0.88514 -5.45458 -4.06194 0.009 -0.007 -0.043 -0.254
C 2.95201 1.83932 -1.47924 0.042 -0.085 -0.112 0.051
C -1.29735 0.44469 1.55731 0.023 -0.044 0.072 0.772
C 1.35436 3.25883 0.92482 -0.053 -0.001 0.007 -0.183
C 3.12539 1.75821 1.79836 0.073 -0.078 -0.099 0.563
C -0.34860 -4.93803 -5.22907 -0.002 0.006 0.049 -0.204
C 2.96869 5.50155 1.23610 -0.014 0.017 -0.012 -0.227
C -3.73550 -2.83135 2.29566 -0.111 0.019 -0.062 -0.218
C 3.44359 4.25151 1.60074 -0.001 -0.004 0.001 -0.206
C 0.98463 1.27310 -2.50287 -0.024 -0.020 -0.005 0.069
C -0.55927 -0.65878 2.37564 -0.044 0.121 0.023 -0.153
C 0.88560 4.50785 0.55331 0.020 -0.010 0.013 -0.203
C 1.08373 2.34317 -3.37691 0.009 -0.010 -0.007 -0.261
C -0.83686 -4.71763 -2.88413 -0.076 -0.097 -0.004 -0.069
C -0.14511 -2.56934 -1.59839 0.069 -0.107 0.072 0.772
C -1.60057 -1.56156 3.05632 0.106 -0.046 0.054 -0.410
C 1.69037 5.62970 0.70903 0.007 -0.026 -0.021 -0.190
C 2.17268 3.19308 -3.27400 0.018 0.008 0.022 -0.164
C 0.24924 -3.68587 -5.21153 -0.008 0.010 0.042 -0.231
C 3.13307 2.93147 -2.30981 0.000 -0.009 -0.032 -0.253
C 4.57354 1.57113 2.18915 -0.048 0.023 0.082 -0.721
H 0.67695 -3.27133 -6.11542 0.006 0.005 0.005 0.210
H -0.10986 4.59875 0.13904 -0.006 0.011 -0.001 0.221
H -4.15148 -3.34704 1.42729 -0.020 -0.020 0.014 0.211
H 1.32384 6.60545 0.41624 -0.006 0.005 0.007 0.213
H 3.68656 1.59199 -0.72139 -0.033 0.024 -0.024 0.193
H 2.27353 4.04415 -3.93513 0.004 -0.002 -0.005 0.217
H 0.73523 2.37965 0.78970 -0.039 -0.006 0.039 0.269
H -3.97131 -1.34131 0.23554 0.023 0.012 -0.034 0.417
H 5.25168 2.06501 1.49249 -0.012 0.004 -0.012 0.225
H -1.73196 -3.37492 1.87916 -0.040 -0.064 -0.051 0.244
H 4.00245 3.56379 -2.19424 0.011 -0.007 0.008 0.221
H -3.74963 0.32418 0.41471 -0.005 0.012 -0.021 0.447
H 4.79095 0.50714 2.22764 -0.014 0.000 0.001 0.242
H 1.12166 -1.82934 2.09189 -0.045 -0.014 0.057 0.376
H -0.04206 -2.04250 0.91614 -0.038 -0.032 -0.021 0.426
H -3.81569 -3.52688 3.12993 -0.016 0.066 0.061 0.214
H 4.44323 4.16457 2.00575 0.004 -0.019 0.012 0.212
H -1.13454 -2.17816 3.83163 0.049 0.020 -0.035 0.197
H -1.34346 -6.43372 -4.05522 -0.004 0.000 0.006 0.222
H 0.31504 2.50374 -4.11997 -0.010 -0.007 0.003 0.222
H -2.22387 -1.97299 1.04212 0.064 0.025 -0.089 0.236
H -0.39210 -5.51757 -6.14240 -0.010 0.000 0.001 0.211
H 0.78571 -2.00787 -3.97825 0.010 0.027 0.013 0.235
H -2.30662 -0.89319 3.54980 -0.026 -0.040 0.010 0.215
H 3.59546 6.37482 1.36202 0.000 0.003 -0.005 0.214
H 0.15664 0.57681 -2.53654 -0.005 0.000 0.007 0.232
H -0.00880 -0.11273 3.14717 0.046 -0.014 -0.018 0.214
H -4.83541 1.42756 2.07008 0.029 0.002 0.041 0.427
H -4.99216 0.62092 3.54561 0.103 0.050 0.006 0.401
H 4.74332 2.00468 3.17764 0.029 0.014 -0.012 0.236
H -4.92290 -1.62877 3.59510 -0.020 -0.018 -0.023 0.403



68
Properties=species:S:1:pos:R:3:forces:R:3:nbo_charge:R:1 method="wB97M-V/def2-TZVPD" relative_energy_kcal_mol=35.7 homo_lumo_gap_ev=7.16 total_charge=+1 total_energy_ev=-79065.8571 e_homo_ev=-9.8826
In -1.25187 1.09662 -1.36397 0.313 0.037 0.468 1.100
Cl -1.45711 1.26330 -4.41528 0.058 -0.082 -0.206 0.009
Cl -4.04628 2.13838 -3.29027 0.092 -0.013 -0.125 0.029
P 0.05226 0.07295 1.14636 0.048 0.008 0.605 0.889
O -2.89996 -0.78415 1.00107 0.373 -0.016 -0.093 -0.569
O -3.30560 -2.54408 -3.53288 0.107 -0.059 0.045 -0.488
O -2.91018 -0.83407 -2.11130 -0.251 0.360 0.178 -0.692
N 1.29963 0.73862 -2.10356 0.079 0.217 -0.005 -0.463
N -3.29863 0.53602 0.86454 -0.404 0.230 -0.089 -0.113
N -1.26835 -2.26009 -2.70562 0.064 -0.178 -0.142 -0.472
N -0.34598 -1.50991 -1.98945 -0.032 0.166 -0.023 -0.645
C -0.07644 -3.95460 1.95446 0.009 -0.055 -0.020 -0.216
C 2.77959 0.26835 2.01760 -0.038 0.014 -0.045 -0.218
C -2.53576 -1.80972 -2.74706 -0.096 0.154 0.100 0.898
C -0.73191 0.41104 2.78317 -0.423 0.288 -0.198 -0.314
C -2.39587 1.52923 4.14450 -0.055 -0.096 -0.104 -0.172
C 1.79607 2.19378 0.95801 -0.070 -0.020 0.042 -0.151
C 2.40058 1.05535 -2.02724 -0.309 -0.056 0.015 0.448
C 4.62419 0.28668 -2.69640 0.017 0.070 0.031 -0.586
C -1.65784 1.26425 5.28129 0.020 0.000 0.080 -0.182
C -0.34436 -2.59301 1.98286 -0.013 0.075 0.039 -0.134
C 3.98193 0.95084 2.13008 0.041 -0.027 0.053 -0.206
C -2.80257 2.42580 -4.51312 -0.311 0.113 0.040 -0.386
C 1.78223 -3.56860 0.48466 0.018 -0.040 -0.062 -0.204
C -1.96896 1.07777 2.89468 0.288 -0.335 0.129 -0.098
C -0.00643 0.15211 3.94275 -0.011 -0.004 -0.061 -0.182
C 3.81298 1.37328 -1.97298 0.422 -0.131 -0.118 -0.534
C -2.87002 1.33663 1.75717 -0.052 -0.186 -0.054 0.036
C 2.99287 2.88179 1.09882 0.043 0.042 0.071 -0.236
C -0.47193 0.55404 5.18172 0.064 -0.003 0.093 -0.191
C 0.45656 -1.70396 1.27054 -0.092 -0.016 -0.278 -0.387
C 0.98654 -4.44510 1.21056 -0.020 0.007 0.016 -0.198
C -0.91500 3.25467 -1.02520 -0.191 -0.725 -0.097 -0.996
C 1.67949 0.88063 1.41673 -0.012 0.032 -0.309 -0.364
C 4.09241 2.25572 1.66906 -0.013 0.027 0.046 -0.208
C 1.51148 -2.20895 0.50397 0.049 0.006 0.124 -0.251
C -4.67749 -2.12354 -3.63467 -0.168 0.092 0.002 -0.256
H 2.70771 -0.74198 2.39898 0.023 -0.035 -0.053 0.223
H 1.19674 -5.50619 1.19738 0.001 -0.001 0.000 0.227
H -2.00379 1.60870 6.24633 -0.020 0.004 -0.003 0.229
H -2.39926 3.42341 -4.38281 0.049 -0.059 0.074 0.237
H -3.30461 -1.19840 0.22225 0.118 0.112 0.135 0.498
H 0.94900 2.67098 0.47107 0.053 0.045 -0.044 0.251
H 3.97275 2.34174 -2.44891 -0.095 0.041 0.067 0.265
H -3.26451 2.31387 -5.48632 0.094 -0.035 -0.032 0.238
H 4.10487 1.45994 -0.92441 -0.063 0.026 -0.030 0.276
H 2.61287 -3.94943 -0.09611 0.009 0.027 0.003 0.223
H 4.54591 -0.67075 -2.18327 -0.038 -0.001 -0.005 0.214
H -1.17817 -2.21782 2.56153 -0.013 -0.004 0.006 0.229
H 4.27155 0.16915 -3.71971 0.047 -0.036 -0.012 0.220
H -4.73509 -1.13043 -4.07624 0.035 -0.011 0.018 0.201
H -5.15961 -2.85308 -4.27568 0.040 -0.018 0.000 0.211
H 3.07155 3.90678 0.75900 -0.038 -0.008 -0.038 0.227
H -1.01132 -3.09084 -3.21440 0.062 0.000 -0.009 0.406
H 0.00405 -2.01904 -1.18374 -0.064 -0.040 0.011 0.396
H 2.13528 -1.52387 -0.06066 0.033 -0.026 -0.009 0.221
H -3.33748 2.31480 1.69514 0.204 0.092 -0.170 0.221
H -3.33090 2.07019 4.22315 -0.002 0.004 -0.029 0.224
H -1.66861 3.41416 -0.23265 -0.030 0.025 0.000 0.156
H -1.36113 3.73140 -1.91397 0.024 -0.024 -0.032 0.157
H -0.70210 -4.63753 2.51404 -0.003 0.021 0.020 0.228
H 0.42932 -1.22769 -2.57421 0.006 -0.005 -0.056 0.393
H 0.10583 0.33780 6.07047 0.011 -0.010 -0.007 0.227
H 5.03351 2.78262 1.76074 -0.005 0.015 0.019 0.225
H 0.94438 -0.36050 3.87667 0.001 0.007 0.010 0.221
H -5.14672 -2.11028 -2.65319 0.029 -0.018 -0.005 0.199
H 4.83368 0.46397 2.58777 -0.011 0.001 0.008 0.224
H 5.67407 0.57023 -2.72385 -0.002 0.015 0.007 0.233



69
Properties=species:S:1:pos:R:3:forces:R:3:nbo_charge:R:1 method="wB97M-V/def2-TZVPD" relative_energy_kcal_mol=4.9 homo_lumo_gap_ev=6.42 total_charge=+1 total_energy_ev=-50247.7893 e_homo_ev=-10.7586
F 1.75567 -0.55268 -0.66601 0.551 -0.159 1.511 -0.305
F 1.51337 0.45667 -2.53484 0.210 0.849 -0.480 -0.312
F -0.76039 -0.03703 -1.17991 -0.266 1.146 0.739 -0.313
F -0.59066 -0.79910 -3.16912 -0.372 -0.123 -1.292 -0.298
N 3.49657 0.66785 7.84664 -0.017 0.093 0.031 -0.445
N -0.96602 3.07049 -5.72069 0.027 0.026 0.070 -0.429
N -4.26746 -0.65786 -2.39815 0.197 -0.102 -0.090 -0.476
N 0.32374 -2.96514 -0.46846 0.114 0.769 0.087 -0.630
N -0.90360 -4.09730 1.07460 -0.497 -0.097 0.963 -0.637
N -0.35830 -5.17124 -0.89836 -0.543 -0.467 -0.874 -0.653
N 2.26061 1.72777 4.49480 -0.149 -0.049 -0.320 -0.417
N -2.66040 -3.58331 -2.15568 0.541 -0.025 -0.027 -0.836
C 0.64450 4.84490 -5.63659 0.008 -0.043 0.028 -0.253
C -0.32322 2.49363 -4.70766 -0.075 -0.062 -0.013 0.018
C -0.47834 4.22674 -6.16741 -0.102 -0.020 -0.074 0.038
C -0.66644 -2.30362 -1.36266 0.107 -0.459 -0.562 -0.123
C 2.15421 0.40343 4.58261 0.100 -0.003 0.229 0.032
C 3.62857 3.02556 9.32166 -0.011 0.066 0.029 -0.163
C 3.33540 1.82120 9.94165 0.008 0.018 -0.013 -0.263
C -3.56017 0.40927 -2.77809 0.020 -0.027 0.078 0.020
C -4.69800 0.57803 -4.85811 -0.020 -0.008 -0.073 -0.154
C 3.28231 0.67727 9.16237 -0.028 -0.110 -0.065 0.034
C 1.61527 -0.38801 3.57894 -0.051 0.059 -0.083 -0.260
C 3.85444 3.03620 7.95589 -0.011 -0.030 0.061 -0.259
C -5.44692 -0.52531 -4.48109 0.017 0.029 0.030 -0.254
C 1.33636 -0.69894 -1.89944 -0.586 -0.267 -1.276 0.520
C 1.26176 1.60668 2.31829 -0.015 -0.012 -0.021 -0.263
C -0.51927 -4.67275 -2.31130 0.682 0.353 -0.112 -0.239
C 1.81919 2.30554 3.37805 0.055 0.064 0.102 0.046
C -0.31725 -4.11107 -0.06021 1.076 0.314 -0.151 0.743
C -1.22660 -3.32160 -2.39020 -1.170 -0.829 0.291 -0.097
C -5.19372 -1.10405 -3.24763 -0.044 -0.072 0.063 0.032
C 1.16045 0.22999 2.42583 -0.050 -0.090 0.004 -0.183
C 3.77667 1.83574 7.26629 0.112 -0.149 0.104 0.039
C -0.17758 -0.97586 -1.92779 0.714 -0.362 0.940 0.626
C 0.80276 3.02680 -4.10257 -0.036 0.157 -0.103 -0.255
C 1.29600 4.23044 -4.57992 0.022 0.047 -0.017 -0.167
C -3.73105 1.05845 -3.99055 -0.043 -0.011 0.058 -0.249
H -3.12475 1.91513 -4.25014 0.007 0.023 -0.012 0.240
H 3.94259 1.79837 6.20129 0.026 0.122 -0.063 0.207
H -1.48431 -2.04584 -0.71502 -0.413 0.282 0.173 0.247
H 2.17350 4.68240 -4.13549 -0.005 0.002 -0.002 0.220
H 0.99569 5.78397 -6.04086 -0.020 0.002 -0.017 0.226
H -4.86354 1.05635 -5.81463 0.010 0.002 0.003 0.229
H 3.05866 -0.28649 9.60709 -0.008 0.031 0.053 0.190
H -2.81477 0.74734 -2.06920 -0.029 0.115 -0.044 0.194
H 1.27290 2.51861 -3.27958 0.054 0.002 0.068 0.219
H -5.75788 -1.96828 -2.91443 -0.027 -0.007 -0.068 0.194
H 1.91430 -1.44160 -2.44514 0.155 -0.423 0.063 0.131
H 0.50760 -5.69760 -0.83861 -0.260 -0.638 0.305 0.431
H 4.08484 3.95427 7.43339 0.003 -0.012 -0.025 0.221
H 3.67951 3.94196 9.89586 0.001 -0.006 0.002 0.218
H 0.91803 2.12779 1.43503 0.007 0.019 0.008 0.222
H 0.46370 -4.61547 -2.76684 0.207 0.064 -0.208 0.200
H -6.21050 -0.93123 -5.12978 -0.014 -0.013 0.024 0.228
H -1.15482 -3.01117 -3.42364 0.345 0.430 -0.111 0.249
H -0.74185 1.55292 -4.36510 0.054 -0.029 0.044 0.184
H 1.55671 -1.46151 3.70325 0.033 -0.004 0.048 0.203
H -1.57497 -4.81443 1.32265 0.199 -0.084 0.115 0.448
H -3.16462 -2.75158 -1.86745 -0.221 0.042 -0.095 0.400
H 2.52095 -0.03500 5.50666 -0.013 -0.028 -0.013 0.222
H -0.71288 -3.32531 1.70382 -0.206 -0.008 0.025 0.450
H 3.15177 1.76919 11.00588 0.004 -0.022 0.002 0.222
H 0.73261 -0.35267 1.61891 0.006 0.025 -0.020 0.199
H -1.02090 4.67550 -6.99192 0.042 0.044 0.002 0.198
H -1.10290 -5.37395 -2.88438 -0.159 -0.405 0.019 0.255
H -2.79437 -4.34308 -1.50253 -0.224 0.083 0.100 0.351
H 1.15590 -3.22083 -0.99219 -0.003 -0.019 -0.099 0.387
H 1.92133 3.38443 3.33792 -0.028 -0.003 -0.052 0.198



For each record above, in turn, the calculated LUMO energy values are 0.3; -2.7; -4.3 eV.